[1]
{"formula": "C48H32IrN2O6PS4", "method": "ωB97M-V/def2-TZVPD", "multiplicity": 5, "s2": 6.065, "homo_lumo_gap_ha": [0.18306, 0.21074], "lumo_ev": [-0.42, -1.79], "elements": ["C", "C", "C", "H", "S", "C", "C", "C", "S", "H", "P", "C", "H", "H", "C", "C", "H", "H", "C", "C", "H", "H", "C", "O", "C", "H", "C", "C", "H", "C", "O", "C", "Ir", "H", "H", "C", "C", "C", "H", "C", "H", "O", "C", "H", "C", "C", "O", "H", "C", "C", "N", "C", "C", "S", "C", "H", "C", "H", "H", "H", "C", "H", "C", "C", "C", "C", "H", "C", "C", "H", "C", "H", "C", "C", "C", "H", "H", "O", "C", "C", "O", "H", "C", "N", "S", "H", "H", "C", "H", "H", "C", "C", "H", "C"], "xyz": [[-3.367291, 4.052400, -5.045874], [-0.982857, -3.200740, 0.068197], [4.876392, -1.645319, -0.689843], [2.442821, 0.734706, 2.756933], [-3.356033, 5.535221, -2.918865], [-5.335151, 0.024042, -0.527948], [0.138523, 2.669955, 4.411085], [1.568306, 1.376228, 2.912922], [3.678632, 0.440142, 4.766235], [4.997873, -0.586783, 6.519733], [-1.569468, -1.559349, -0.295381], [-0.120577, -0.637567, -4.055540], [-3.672503, 3.556678, -5.948735], [6.839133, -1.340106, -1.498768], [5.894564, -0.029752, 1.393373], [-1.062378, 2.523720, -1.579390], [-1.143917, -1.033118, -5.931836], [-0.156314, -5.211058, 2.639417], [1.281491, 1.838632, 4.227446], [4.104952, 0.010042, 6.329143], [6.419800, 0.506843, 2.201082], [2.840482, 1.094066, -4.339887], [-6.122366, -0.845544, 0.255680], [2.060824, -2.931737, -0.014058], [-3.911564, 5.224364, -4.508992], [-7.112432, -0.525113, 0.571220], [-0.333375, 2.408497, 1.990548], [-0.545809, -5.566873, -0.642983], [-3.714532, -3.129139, 1.018830], [0.964694, 0.064019, -4.647478], [-0.933510, -0.534931, 0.690321], [-1.056848, -4.265384, -0.893711], [0.765195, 0.674707, -0.057782], [3.188011, 0.277418, 8.293073], [-3.072725, -2.502360, -2.472799], [4.723404, -0.768847, 1.623839], [-0.173595, -4.913879, 1.611758], [1.985593, 0.543669, -3.912869], [-1.875657, 4.652281, 4.159249], [4.213001, -1.510605, 0.554721], [-4.435169, 5.984175, -5.043820], [1.939131, -0.540968, 0.879687], [-0.134360, -5.870014, 0.643258], [2.784447, 0.994704, -1.891829], [-4.009569, -0.306782, -0.825665], [6.487002, 0.012960, 0.162287], [5.421576, -2.638361, -3.109831], [0.903361, 0.136353, -5.733523], [1.993576, 0.476152, -2.486700], [-2.509739, 4.027436, -2.884072], [0.714627, 1.523047, 1.847835], [-1.885906, 3.626721, -1.634774], [-1.928675, 3.780008, 0.767979], [4.671346, -3.106208, -1.967067], [-1.137055, -1.196660, -4.825862], [0.158113, -6.905889, 0.910271], [-0.536517, -3.588726, 1.338675], [-1.990885, 2.523996, -4.264302], [-2.885940, -2.439474, -4.867389], [-2.993649, 5.134828, 2.018840], [-2.226372, -1.999512, -2.848848], [-2.882996, 5.224597, -0.608857], [-3.368210, -1.389294, -0.161213], [-2.247011, 4.329234, 2.026011], [-0.234444, -0.650542, -2.613065], [-1.350272, -1.345480, -2.056081], [7.462081, 0.483095, 0.036705], [0.819973, 0.001157, -1.892812], [6.119403, -1.003127, -0.734874], [-3.393822, 0.296530, -1.583635], [-0.924739, 2.751221, 0.783398], [-0.180355, 3.022267, 5.419052], [2.208193, 1.251790, 5.196752], [-0.661119, 3.021652, 3.288172], [-2.158764, -1.935792, -4.224754], [-0.885959, 1.911629, -2.479558], [1.499987, 1.966281, 7.142177], [2.488319, -2.250925, 2.363623], [-2.377732, 4.238382, -0.472536], [-5.577370, -1.959098, 0.791036], [4.952938, -4.381375, -1.271009], [-1.384475, -4.119223, -1.871875], [3.196164, 0.510811, 7.227292], [-0.552324, 2.045783, -0.409832], [2.528925, -1.968981, 0.937961], [-0.536974, -2.840722, 2.131233], [-0.452813, -6.233852, -1.439175], [-4.186876, -2.208494, 0.610938], [4.262798, -0.925274, 2.592010], [-6.203706, -2.659381, 1.309183], [2.209613, 1.325587, 6.588016], [-1.688256, 4.009486, 3.243973], [-5.721315, 0.971770, -0.954986], [-2.542994, 3.413073, -4.110491]], "forces_ev_per_angstrom": [[-0.95, 1.18, 1.05], [-0.27, -2.65, -0.42], [1.09, -0.67, 1.52], [-0.61, 0.27, -0.26], [-0.34, -0.61, -0.80], [0.51, 0.15, -0.68], [0.00, -0.41, -0.17], [-2.22, -0.09, -1.46], [-0.21, -0.18, -1.25], [-0.45, 0.17, -0.10], [0.16, 1.22, 1.32], [0.04, 0.76, 1.39], [0.09, 0.39, -0.49], [-0.52, 0.63, 0.09], [-0.43, 0.80, 1.55], [-0.44, -0.22, -0.31], [0.16, -0.36, 1.03], [0.78, 0.00, 0.49], [-0.22, -0.01, -1.36], [-0.21, 0.03, 1.07], [-0.70, -0.16, -0.25], [-0.58, -0.48, -0.26], [-0.08, 2.20, -0.16], [-0.15, 0.42, -0.17], [1.05, -0.92, -0.91], [-0.06, -0.23, -0.44], [0.57, 0.01, 0.86], [-0.48, 2.85, 1.07], [-0.55, 0.73, -0.02], [-0.69, -0.59, -0.88], [-1.02, -1.41, -1.28], [1.50, -0.51, 1.61], [-0.03, -0.35, 1.38], [0.20, 0.32, -0.34], [-0.72, -0.59, 0.80], [1.35, -0.35, -1.11], [-0.99, 1.21, 0.63], [1.85, 1.05, 0.66], [-0.06, -1.07, -1.23], [-0.73, 0.10, -0.20], [-0.51, 0.18, -0.13], [1.00, -1.78, -0.52], [0.15, -1.52, -0.39], [-0.65, -0.67, -0.59], [0.98, 0.75, -0.39], [0.89, -1.99, -0.37], [0.33, -0.28, -0.10], [0.41, 0.17, 0.19], [-1.64, -0.14, -0.86], [0.37, 0.64, -0.53], [1.71, 1.03, 3.09], [-0.14, -1.14, -0.54], [1.38, -1.01, -0.61], [-0.54, -0.05, 2.11], [-1.19, -0.77, -0.87], [-0.14, 0.79, -0.25], [-0.40, 0.41, -0.04], [0.22, -0.90, -0.36], [0.11, 0.23, 0.39], [0.30, -0.28, 0.00], [-0.63, -0.02, -0.79], [0.09, -1.17, 0.70], [-1.41, 0.23, -0.09], [-0.94, 1.31, 1.57], [0.70, -0.29, -1.51], [1.72, 1.06, 0.78], [-0.37, 0.09, -0.05], [1.01, -0.10, 0.22], [-0.13, 0.03, -1.76], [-1.11, -0.65, 1.38], [-1.32, 0.15, -0.62], [0.46, -0.23, -0.88], [0.79, 0.89, 2.34], [1.15, -0.76, -0.68], [1.01, 0.71, -1.97], [0.23, 0.52, 0.57], [0.26, -0.74, -0.33], [-0.04, -0.67, -1.08], [0.33, 1.35, 0.87], [1.89, -1.13, -0.14], [-0.06, 1.75, -0.97], [-0.54, 0.58, -1.39], [0.05, 0.30, -0.10], [-1.21, 2.07, 0.57], [0.40, 0.46, 1.42], [0.13, -0.22, -0.06], [-0.13, -1.10, -1.06], [0.12, -1.08, 0.22], [0.05, 0.43, -0.18], [0.03, -0.22, 0.39], [-0.92, -0.07, -0.17], [0.14, 0.75, 0.11], [0.03, -0.88, 0.34], [-0.11, 0.35, 1.13]]}

---

[2]
{"formula": "C48H33N11O2PPbS2Se", "method": "ωB97M-V/def2-TZVPD", "charge": -1, "homo_lumo_gap_ha": 0.18522, "lumo_ev": 0.90, "elements": ["C", "C", "C", "H", "H", "C", "H", "H", "N", "O", "C", "N", "N", "N", "C", "C", "H", "H", "C", "C", "H", "C", "N", "C", "C", "C", "C", "N", "H", "H", "N", "C", "C", "C", "H", "H", "C", "C", "H", "C", "C", "N", "C", "C", "O", "C", "H", "H", "H", "C", "C", "H", "H", "H", "C", "C", "H", "H", "C", "P", "H", "H", "C", "C", "H", "H", "C", "H", "C", "C", "N", "C", "H", "C", "C", "S", "C", "C", "N", "N", "H", "S", "H", "C", "Se", "C", "C", "C", "C", "H", "H", "H", "C", "H", "C", "C", "C", "Pb", "H"], "xyz": [[-0.891828, -4.470528, -5.063237], [-0.499612, -0.630809, 5.300217], [-0.682992, -2.837149, -3.230703], [-3.068354, 2.778170, -3.891071], [-0.387253, -0.630251, 6.377804], [-6.172207, 1.031094, 2.009845], [0.168571, 5.126591, 2.828792], [5.998791, -0.192935, -0.792016], [-0.749351, -0.577007, 2.544671], [-0.451811, 4.112131, 6.574160], [-0.118859, -3.489841, -4.331898], [-0.079588, 4.194997, 5.418042], [3.446136, -5.619603, 2.203775], [-2.603748, -2.434063, -1.830711], [5.005076, -0.523601, -1.103498], [-0.418583, 0.588211, 4.602862], [3.074949, 4.283094, 2.403698], [4.291661, 3.048695, -2.016989], [0.417602, 1.375674, -3.078294], [-0.502413, 0.558126, 3.202487], [2.959324, -2.094988, -4.111141], [-0.298523, 1.782066, 2.445872], [-3.040568, 1.511071, -1.743939], [3.557863, 3.335071, 2.192713], [-2.803170, -4.156294, -3.467570], [4.788014, 2.076212, -2.022483], [2.343188, -2.581651, 0.717106], [-0.465704, -5.101635, -6.127241], [-0.745502, -2.747792, 5.097846], [1.413505, 1.002464, -2.862760], [-2.951646, 0.870556, -0.688927], [-4.087157, 0.929705, 0.163512], [0.057920, 4.166426, 2.359432], [2.651796, -3.178553, 1.952451], [0.266495, 4.932961, 0.378167], [5.045153, -0.880378, -2.133967], [-0.164531, 2.986420, 4.590082], [-0.698396, -1.788275, 4.602785], [-5.014031, -0.361641, 3.156822], [1.321607, -1.823176, -2.736277], [1.206647, -3.178010, -4.687709], [-0.246547, 1.701279, 1.091078], [3.471854, 2.773418, 0.927757], [-5.197293, 1.742670, -0.074632], [0.364222, 5.222719, 4.940524], [4.747823, 0.882222, 1.659791], [5.807726, 2.198036, -1.647847], [4.823217, 1.719300, -3.054644], [5.187374, -0.090265, 1.478867], [-0.629814, 1.034269, -2.222239], [-6.232017, 1.786360, 0.842135], [1.836342, -1.088733, -2.128796], [5.344707, 0.902692, 3.717467], [4.311809, 3.098168, 4.190689], [-0.123501, 3.007651, 3.139485], [1.927358, -2.338092, -3.898206], [-6.976539, 1.088372, 2.732579], [1.103890, 2.466715, -4.797588], [-4.032302, 0.172862, 1.329444], [3.788952, 0.851303, -1.028416], [-4.608635, -5.293701, -3.443671], [0.040756, 2.690000, -0.665358], [-2.072913, 2.404018, -3.680349], [-4.578755, -3.770567, -1.916033], [-5.550774, -3.998284, -1.500236], [-1.045043, -2.589446, 2.615887], [4.081199, 1.551283, 0.637783], [-7.088719, 2.420777, 0.651112], [3.097132, -4.527432, 2.062788], [-0.847060, -1.702612, 3.211727], [-2.839431, -5.749030, -5.306501], [-1.883281, 1.601834, -2.547568], [-1.139478, 3.344177, -5.365634], [-0.020215, 2.804118, 0.407999], [2.499130, -2.480588, 3.184945], [1.853722, -0.911019, 0.762671], [-3.812326, -2.735217, -1.390215], [0.114665, 4.060069, 0.998663], [0.022406, -1.963916, -2.491811], [2.389891, -1.953551, 4.210249], [-3.151395, -0.431624, 1.517117], [2.498715, -3.482497, -0.727023], [-4.187778, -2.123471, -0.574773], [-5.068198, 0.226712, 2.249231], [-1.745233, -6.230424, -6.619458], [-2.075651, -3.133858, -2.836818], [-1.005416, 2.709893, -4.498159], [4.831453, 1.438971, 2.928887], [4.246750, 2.668332, 3.198534], [2.911993, 3.284357, 0.149127], [-5.224458, 2.335200, -0.978300], [1.618268, -3.621822, -5.585513], [-2.220694, -4.832065, -4.614856], [4.672423, -1.357239, -0.484324], [-4.064980, -4.482850, -2.976567], [0.251795, 2.207745, -4.179174], [-0.282740, 1.828164, 5.273605], [-0.742577, -0.574600, -0.432489], [-0.270282, 1.847665, 6.354343]], "forces_ev_per_angstrom": [[-0.17, -0.15, -0.15], [-0.05, 0.06, 0.04], [0.29, -0.11, -0.25], [0.02, 0.03, 0.04], [-0.01, -0.03, -0.02], [0.03, 0.05, -0.06], [0.01, 0.03, 0.07], [0.01, -0.03, -0.02], [-0.23, -0.03, -0.22], [-0.05, -0.06, -0.02], [0.15, 0.24, 0.27], [0.06, 0.19, 0.23], [0.00, 0.06, 0.02], [0.09, 0.23, 0.04], [-0.16, -0.01, 0.18], [-0.01, -0.18, -0.21], [0.02, -0.02, -0.03], [0.02, -0.02, -0.02], [0.11, -0.15, 0.11], [0.08, 0.00, 0.21], [-0.01, -0.02, 0.02], [0.14, 0.25, -0.01], [-0.51, 0.13, 0.00], [0.01, 0.00, 0.03], [0.03, 0.13, 0.14], [-0.04, -0.01, 0.15], [-0.04, -0.30, -0.01], [0.18, 0.14, 0.12], [0.05, 0.01, -0.02], [0.01, 0.01, -0.01], [0.11, 0.34, -0.03], [-0.45, 0.04, 0.21], [-0.02, 0.00, -0.02], [-0.07, 0.08, 0.14], [0.02, -0.01, 0.00], [0.03, 0.01, 0.00], [-0.07, -0.36, -0.28], [-0.08, -0.03, 0.03], [0.04, 0.01, -0.01], [-0.30, 0.70, -0.48], [-0.20, -0.15, -0.21], [-0.05, 0.16, 0.45], [0.08, 0.01, -0.01], [0.10, -0.03, -0.15], [0.06, -0.03, -0.17], [0.05, 0.06, 0.00], [-0.02, -0.01, -0.02], [0.01, 0.04, 0.00], [-0.04, 0.00, 0.00], [-0.64, 0.16, 0.13], [0.02, -0.03, 0.03], [0.10, -0.19, 0.14], [-0.02, -0.03, -0.02], [-0.01, -0.01, 0.00], [-0.05, 0.08, -0.03], [0.11, -0.04, 0.35], [0.01, -0.04, -0.01], [0.02, -0.03, 0.02], [0.24, -0.02, -0.07], [0.32, 0.24, -0.44], [-0.04, 0.02, 0.01], [0.02, 0.01, -0.07], [-0.16, -0.09, 0.14], [-0.05, -0.02, 0.01], [0.00, 0.02, -0.01], [0.05, -0.02, 0.04], [-0.22, 0.02, 0.01], [0.01, 0.00, 0.01], [-0.02, -0.01, -0.04], [-0.01, 0.09, 0.01], [-0.14, 0.07, 0.18], [0.66, 0.02, -0.32], [-0.02, -0.02, 0.00], [-0.11, -0.15, -0.01], [0.09, 0.02, 0.03], [0.07, 0.10, -0.17], [0.02, 0.02, -0.01], [-0.02, 0.01, 0.00], [0.03, -0.53, -0.15], [0.02, -0.06, -0.09], [-0.02, 0.01, 0.01], [-0.05, 0.10, 0.11], [0.00, -0.02, -0.01], [-0.12, -0.05, 0.05], [0.00, -0.20, -0.26], [-0.15, -0.13, 0.01], [0.14, 0.03, -0.07], [0.03, 0.03, 0.03], [-0.04, -0.03, -0.03], [0.01, 0.00, 0.03], [-0.01, 0.01, 0.01], [0.03, -0.01, 0.04], [0.06, -0.03, -0.07], [-0.01, -0.03, -0.03], [0.04, 0.00, -0.07], [-0.12, 0.03, -0.04], [0.14, 0.15, 0.20], [0.52, -0.71, 0.33], [-0.02, 0.01, -0.01]]}

---

For reference, energy above the lowest of the compared OMol25 structures with the same formula, charge and spin by record: 29.2 19.0 kcal per mole.